# C39H31CaN9O2S2

A molecular structure, C39H31CaN9O2S2 at a distorted geometry (ωB97M-V with the def2-TZVPD basis set, the OMol25 dataset).

The value obtained for the max |F| is 2.071 eV Å⁻¹. As for the LUMO energy: -0.3 eV. The value obtained for the HOMO-LUMO gap is 7.46 eV.

```
84
Properties=species:S:1:pos:R:3:nbo_charge:R:1
Ca 0.40 0.85 0.22 1.7315
S 3.34 0.28 -0.75 1.6511
S -0.21 -1.57 -1.09 -0.2946
O 4.61 0.84 -1.24 -0.9719
O 2.96 -0.98 -1.83 -0.7433
N -0.47 2.02 -1.71 -0.5572
N -2.63 0.47 2.05 -0.6167
N -1.26 2.30 1.30 -0.6098
N -2.34 -2.77 0.03 -0.4837
N 3.83 -0.53 2.69 -0.4175
N 1.65 -0.93 3.33 -0.4597
N -0.31 -0.16 2.13 -0.7682
N -2.75 -0.84 -1.20 -0.5436
N 2.06 1.20 -1.10 -1.1022
C -1.22 3.62 1.01 0.0620
C -3.65 -2.88 0.22 0.3445
C -1.68 2.49 -1.94 0.0335
C 3.96 -1.90 -2.08 0.3606
C 2.32 1.34 2.61 -0.3628
C 1.16 2.79 -4.95 -0.2422
C -1.61 -0.25 2.47 0.4716
C -4.09 -0.91 -1.02 0.3224
C -1.84 -1.73 -0.68 0.2821
C -2.95 -1.70 4.19 -0.2003
C -2.06 3.10 -3.14 -0.2934
C 2.41 2.30 -4.68 -0.1568
C -1.13 3.21 -4.14 -0.1027
C 5.03 -3.98 -1.54 -0.2066
C 1.82 1.69 -2.39 0.1626
C -1.82 -1.26 3.54 -0.0249
C 5.93 -3.79 -2.58 -0.2188
C -4.57 -1.94 -0.28 -0.3471
C 4.04 -3.03 -1.28 -0.2756
C 2.74 1.77 -3.43 -0.2574
C -4.93 0.12 -1.70 -0.6587
C -3.65 2.48 1.29 -0.2756
C -2.47 1.73 1.51 0.3764
C 4.65 1.67 2.15 -0.2793
C -2.78 -2.61 5.23 -0.2149
C 2.60 -0.03 2.81 0.3382
C 3.38 2.18 2.29 -0.1483
C -0.37 -2.56 4.96 -0.1631
C -0.56 -1.68 3.92 -0.0924
C 5.83 -2.65 -3.37 -0.2088
C 0.18 2.72 -3.94 -0.1009
C 0.49 2.15 -2.68 0.2082
C -1.51 -3.04 5.61 -0.2046
C 4.85 -1.70 -3.12 -0.2640
C -4.11 -4.09 0.96 -0.6580
C -2.32 4.42 0.84 -0.3095
C -3.58 3.81 0.96 -0.1627
C 4.82 0.30 2.37 0.0670
C 0.40 -0.91 3.08 0.4568
H -2.35 -0.10 -1.76 0.4367
H -4.48 4.39 0.81 0.2190
H 3.33 -3.16 -0.48 0.2313
H 0.92 3.22 -5.91 0.2118
H 4.77 -0.81 -3.73 0.2216
H -1.40 -3.73 6.43 0.2148
H -3.65 -2.99 5.76 0.2124
H -3.06 3.49 -3.26 0.2220
H -1.38 3.67 -5.09 0.2168
H 6.70 -4.52 -2.77 0.2085
H 5.49 2.29 1.88 0.2270
H -4.60 1.98 1.45 0.2293
H 3.21 3.25 2.17 0.2140
H -0.22 4.04 0.89 0.1964
H 5.80 -0.14 2.28 0.1976
H 5.09 -4.87 -0.92 0.2126
H 3.75 1.44 -3.24 0.2507
H 3.17 2.34 -5.45 0.2146
H -4.94 -0.07 -2.78 0.2428
H 1.35 1.73 2.87 0.2325
H -3.67 -4.09 1.96 0.2549
H -2.22 5.47 0.62 0.2272
H -5.63 -2.05 -0.11 0.2311
H 0.63 -2.86 5.26 0.2347
H 6.53 -2.49 -4.19 0.2102
H -5.95 0.08 -1.33 0.2387
H -2.40 2.39 -1.13 0.2000
H -3.75 -4.98 0.45 0.2481
H -5.20 -4.13 1.04 0.2132
H -3.93 -1.34 3.91 0.2234
H -4.53 1.12 -1.53 0.2353
```

---

# C4H4N2O2

C4H4N2O2 in the gas phase at a distorted geometry (ωB97M-V with the def2-TZVPD basis set, the OMol25 dataset).

The SMILES is O=C(O)n1cccn1. The value obtained for the max |F| is 6.782 eV Å⁻¹. As for the LUMO energy: 0.3 eV. The value obtained for the HOMO-LUMO gap is 10.19 eV. As for the energy relative to the best compared isomer or geometry (same formula, charge and spin): 2.689 eV.

```
12
Properties=species:S:1:pos:R:3:nbo_charge:R:1
O -2.09 -1.54 -0.20 -0.5488
O -2.13 0.89 0.17 -0.7006
N -0.19 -0.25 0.09 -0.2640
N 0.57 -1.38 0.30 -0.2029
C -1.61 -0.40 0.06 0.8963
C 1.78 -0.84 0.07 -0.0377
C 0.41 0.91 -0.09 -0.0432
C 1.64 0.55 -0.10 -0.3319
H -3.19 0.78 -0.04 0.5228
H 2.57 -1.52 -0.21 0.2187
H 2.55 1.06 -0.18 0.2226
H -0.31 1.75 0.12 0.2687
```

---

# C15H21BN2O4

C15H21BN2O4 in the gas phase at a distorted geometry (ωB97M-V with the def2-TZVPD basis set, the OMol25 dataset).

The SMILES is C=CC(=O)NCC(=O)N[C@H](Cc1ccc(C)c(C)c1)B(O)O. The value obtained for the max |F| is 2.085 eV Å⁻¹. As for the LUMO energy: 0.2 eV. The value obtained for the HOMO-LUMO gap is 8.67 eV. As for the energy relative to the best compared isomer or geometry (same formula, charge and spin): 0.000 eV.

```
43
Properties=species:S:1:pos:R:3:nbo_charge:R:1
O -1.20 2.02 0.89 -0.6488
O 2.86 2.35 -0.89 -0.6586
O 4.55 1.58 1.18 -0.9119
O 4.04 0.00 2.88 -0.8875
N 1.56 1.41 0.73 -0.6118
N -0.32 3.11 -0.90 -0.5995
C -0.42 -3.77 0.12 -0.1936
C 1.89 2.36 -0.17 0.6697
C -1.34 2.51 -0.23 0.6378
C -1.21 -1.70 -0.70 0.0777
C 0.58 -3.14 0.80 -0.2165
C -0.17 -1.05 -0.07 -0.2476
C -2.65 2.44 -0.92 -0.3229
C -1.35 -3.08 -0.63 -0.0526
C 2.36 0.22 0.88 -0.3933
C -2.19 -0.92 -1.43 -0.6527
C 1.67 -0.96 1.58 -0.4158
C -3.68 1.79 -0.39 -0.2697
C 0.67 -1.76 0.76 -0.0043
C 0.91 3.53 -0.30 -0.3118
C -2.37 -3.85 -1.35 -0.6294
B 3.67 0.66 1.71 1.1040
H 1.15 -0.57 2.46 0.2135
H -3.63 1.27 0.54 0.2192
H -2.17 -1.15 -2.49 0.2132
H 4.11 1.93 0.37 0.5144
H -2.33 -4.94 -1.12 0.2176
H 1.44 4.31 -0.89 0.2371
H -3.22 -1.05 -1.10 0.2114
H -4.61 1.75 -0.90 0.1995
H -0.44 3.35 -1.90 0.4093
H -2.20 -3.75 -2.43 0.2155
H -2.71 2.84 -1.91 0.2050
H -0.47 -4.85 0.13 0.2009
H -3.38 -3.49 -1.13 0.2144
H 0.74 1.52 1.33 0.4475
H 1.28 -3.70 1.41 0.2076
H -0.13 0.02 -0.16 0.2150
H -2.01 0.15 -1.34 0.2135
H 2.42 -1.66 1.94 0.2335
H 0.72 4.03 0.65 0.2227
H 4.91 0.38 3.10 0.4934
H 2.68 -0.13 -0.10 0.2348
```

---

# C12H13NPb

A molecular structure, C12H13NPb at a distorted geometry (ωB97M-V with the def2-TZVPD basis set, the OMol25 dataset).

The value obtained for the max |F| is 2.241 eV Å⁻¹. As for the LUMO energy: -0.1 eV. The value obtained for the HOMO-LUMO gap is 6.75 eV.

```
27
Properties=species:S:1:pos:R:3:nbo_charge:R:1
Pb 1.04 -1.63 0.26 0.8679
N -1.07 -0.52 0.15 -0.5046
C 1.72 3.10 1.75 -0.2427
C 1.19 -2.71 -2.03 -1.0233
C 1.40 0.66 0.45 -0.3183
C 2.84 2.42 1.29 -0.1859
C 2.68 1.18 0.62 -0.2515
C -3.46 -0.50 0.01 -0.2695
C 0.26 1.36 0.86 -0.1674
C 0.43 2.61 1.52 -0.1654
C -2.24 -1.13 -0.17 0.0636
C -1.07 0.77 0.61 0.2371
C -2.28 1.43 0.83 -0.2320
C -3.49 0.80 0.54 -0.1415
H 1.49 -5.71 -3.35 -0.0147
H -2.17 -2.15 -0.58 0.2130
H -4.42 1.31 0.72 0.2241
H 1.84 4.05 2.29 0.2150
H -2.24 2.45 1.23 0.2250
H 0.46 -2.14 -2.59 0.2023
H -0.45 3.15 1.86 0.1995
H 1.41 -4.93 -3.54 0.0112
H 0.91 -3.74 -1.83 0.2031
H 2.22 -2.55 -2.32 0.2059
H 3.55 0.64 0.24 0.2067
H -4.39 -1.03 -0.25 0.2299
H 3.85 2.82 1.45 0.2125
```

---

> Which of these has the highest max |F|?

C4H4N2O2

---

> What is the max |F| in the second record?

6.782 eV Å⁻¹

---

> Which value of max |F| does entry 4 give?

2.241 eV Å⁻¹